32
Properties=species:S:1:pos:R:3 method="wB97M-V/def2-TZVPD" total_charge=0 e_lumo_ev=-2.529 homo_lumo_gap_ev=4.285
N 6.739 -1.154 -2.537
C 5.952 -0.323 -2.662
O 4.924 0.540 -2.694
N 3.890 -0.060 -1.992
C 2.890 -0.706 -2.531
N 2.185 -1.119 -1.482
C 2.769 -0.697 -0.297
C 3.921 -0.017 -0.618
Br 5.207 0.776 0.476
H 2.718 -0.840 -3.589
H 1.331 -1.649 -1.571
H 2.408 -0.854 0.710
C -3.525 -1.035 0.360
O -3.471 0.203 -0.365
C -2.208 0.669 -0.407
O -1.299 0.078 0.097
O -2.181 1.825 -1.044
C -0.880 2.420 -1.132
H -4.565 -1.369 0.409
H -2.932 -1.801 -0.138
H -3.190 -0.898 1.386
H -0.199 1.774 -1.685
H -0.487 2.632 -0.139
H -0.989 3.356 -1.672
C -2.933 0.155 4.280
Cl -1.898 0.376 2.863
Cl -4.535 0.828 3.918
Cl -3.085 -1.561 4.522
Cl -2.255 0.981 5.698
F -5.099 -2.827 3.288
Li -6.065 -1.858 -0.075
Cl 6.864 2.155 -1.377